1.
68
Properties=species:S:1:pos:R:3:forces:R:3 method="wB97M-V/def2-TZVPD" total_charge=+1 e_above_lowest_kj_mol=0.0 orbital_gap_ev=7.50 e_tot_ev=-56504.297
I 3.07096 -2.06164 -3.30352 -0.048 0.011 0.035
O -0.43669 0.94377 -5.58076 0.044 -0.090 0.075
O -10.09276 2.69180 4.14183 -0.005 0.013 0.004
O -3.55029 0.75392 -1.18994 0.028 0.018 -0.003
O -2.90848 -3.20396 2.26438 0.005 -0.011 0.002
O 3.75297 -0.04133 3.95642 -0.014 -0.028 -0.019
O 8.84678 -0.88268 2.79487 0.011 -0.011 0.000
O -7.35647 -1.40934 2.21044 0.027 0.098 -0.062
O 4.04276 -0.15141 -0.42982 -0.105 0.081 -0.002
N 1.35264 1.20411 -2.41435 0.203 0.047 -0.031
C 0.53514 1.65698 -1.44441 -0.095 0.085 0.154
C 7.11705 -1.09861 4.38197 -0.035 0.007 0.000
C -9.84644 0.35284 4.01866 0.006 -0.029 -0.004
C -0.85764 -0.39979 -3.58301 -0.031 0.292 -0.059
C -2.07493 -0.62689 -0.01110 -0.006 -0.086 0.088
C -7.98155 -0.46501 2.65135 -0.060 -0.066 0.058
C -9.46970 1.75381 3.70054 -0.002 -0.005 0.001
C 2.05048 0.93769 0.23001 0.028 0.021 -0.156
C 2.87595 0.45775 -0.77818 -0.106 -0.196 0.445
C -4.42631 -1.82558 1.09518 0.112 -0.051 -0.033
C -1.89942 -1.61899 0.85516 -0.003 0.032 -0.026
C 4.91096 0.47287 -3.12121 0.380 0.077 0.268
C 6.76944 -0.02495 2.10348 -0.027 -0.019 0.016
C -7.60245 0.93309 2.33247 0.003 0.013 -0.003
C -4.58790 -0.83113 0.22495 -0.040 0.014 -0.012
C -3.42732 -0.15657 -0.39284 -0.008 0.035 -0.057
C 4.92810 -0.23275 3.71297 -0.083 0.008 -0.006
C 0.85127 1.54132 -0.11565 0.172 -0.025 0.135
C 0.16673 0.28303 -4.47646 -0.158 -0.102 -0.134
C 3.42043 0.07183 -3.20669 0.103 0.076 -0.275
C 2.53900 0.59428 -2.11990 -0.348 0.116 -0.165
C 0.88420 1.45226 -3.80129 -0.069 0.168 -0.062
C -3.06993 -2.30029 1.47794 -0.023 0.011 0.001
C 5.83657 -0.89021 4.68026 0.019 0.004 0.017
C 7.68585 -0.68663 3.07091 -0.006 -0.006 0.003
C -9.15534 -0.67452 3.53259 -0.027 0.019 0.017
C -8.29158 1.96180 2.81706 0.027 -0.015 -0.020
C 5.49337 0.18461 2.40936 0.141 0.013 0.051
C 5.96273 -0.57730 -2.76703 0.045 -0.058 -0.067
H 7.20273 0.26793 1.15514 0.029 0.003 0.018
H 5.70999 -1.16263 -1.88456 0.018 0.042 -0.083
H 2.36530 0.81336 1.26087 -0.072 -0.006 -0.007
H -1.38922 -1.15904 -4.15742 0.064 -0.070 0.070
H 6.13821 -1.26128 -3.59842 -0.057 -0.014 0.063
H -1.60255 0.32077 -3.23100 0.045 -0.042 0.034
H -9.40981 -1.70380 3.75029 0.017 -0.008 -0.014
H -6.74083 1.06541 1.69034 0.007 -0.021 -0.004
H -0.38076 -0.87879 -2.72493 -0.037 -0.096 -0.050
H -5.56738 -0.47804 -0.07128 -0.008 -0.008 0.002
H -0.38472 2.12925 -1.75987 0.047 -0.062 -0.092
H 5.18779 0.88483 -4.09269 -0.108 0.041 0.009
H 0.87937 -0.46210 -4.84253 0.129 0.031 0.087
H 0.15986 2.26343 -3.73587 0.043 -0.044 0.004
H 4.99902 1.29246 -2.40263 -0.108 0.001 -0.058
H -0.92178 -1.98002 1.15100 -0.020 -0.023 0.024
H 4.80137 0.66104 1.73321 0.017 0.051 -0.056
H 1.70287 1.82339 -4.41193 0.041 -0.057 0.041
H 7.80417 -1.57683 5.06806 0.018 0.002 -0.014
H 0.16133 1.91562 0.62862 0.063 -0.003 -0.028
H 6.90721 -0.07271 -2.55769 -0.037 0.003 -0.051
H -8.03594 2.99077 2.59869 -0.021 0.009 0.015
H -5.26462 -2.33019 1.55417 -0.023 0.019 0.039
H 3.97178 -1.11248 -0.53050 0.013 -0.006 -0.113
H -10.70696 0.22492 4.66264 -0.003 0.021 0.002
H 3.05689 0.43523 -4.16017 -0.145 -0.206 0.001
H -1.25552 -0.10458 -0.48462 0.040 -0.048 -0.007
H -0.84655 0.29175 -6.15939 0.002 0.021 -0.007
H 5.40059 -1.18589 5.62581 -0.010 0.010 -0.001

2.
66
Properties=species:S:1:pos:R:3:forces:R:3 method="wB97M-V/def2-TZVPD" total_charge=+1 spin_multiplicity=5 e_above_lowest_kj_mol=81.3 orbital_gap_ev="5.23 / 6.83" e_tot_ev=-46213.545
Os 0.43912 -0.20035 0.36771 -3.969 -0.867 5.694
O 0.72229 -0.31357 9.24360 -1.744 1.392 -1.032
O -0.13704 0.18723 2.49167 -0.132 0.136 -0.928
O -0.65827 0.70754 -0.93822 -2.706 2.009 -6.187
O -0.98275 1.01199 9.63847 1.352 -1.014 -1.865
O -1.98440 1.52778 2.70203 1.294 -0.867 0.069
N -0.21065 0.42436 8.84683 0.534 -0.377 3.611
N -1.25560 1.73087 -2.89245 -0.968 1.228 -0.981
C 0.45764 -0.08588 6.54768 -0.343 0.243 0.433
C -0.81774 0.79321 4.65376 0.398 -0.191 1.092
C 2.51216 -0.78651 -0.00319 2.682 -0.162 0.721
C 3.27133 0.72337 -4.99747 -0.091 -0.018 0.182
C -1.65382 1.47607 5.56737 0.337 -0.249 -0.378
C -0.97329 0.61899 -2.19812 1.067 -0.478 2.458
C -0.39520 0.58960 7.44098 -0.400 0.153 -2.350
C -1.78963 -1.78701 -2.17340 0.173 -0.253 0.451
C -0.97789 -0.70878 -2.90605 -0.550 -0.347 -0.092
C 1.77601 1.36443 -0.40755 2.647 1.315 -0.971
C 2.00538 0.18979 -5.25934 -0.196 0.167 -0.049
C 2.09571 0.11452 -1.03021 0.018 0.988 0.044
C 2.38317 -0.12067 1.24929 2.306 -0.713 -0.268
C -1.03925 0.88238 3.15151 -0.938 0.532 -0.084
C 2.23111 2.57836 -3.82977 -0.041 -0.274 0.102
C -0.27970 2.67196 -3.52868 -0.284 0.511 0.817
C -2.03138 -1.92730 0.43507 -0.224 0.110 -0.818
C -1.17543 -2.11010 1.52964 0.140 -0.613 0.389
C 3.37932 1.93763 -4.30969 -0.093 -0.017 -0.071
C 0.96755 2.01640 -4.04988 0.324 -0.075 -0.406
C -1.60677 -3.12166 -2.91984 0.010 -0.183 -0.033
C -1.44865 1.38378 6.94365 0.550 -0.442 0.299
C -1.26741 -1.91731 -0.75092 -0.823 -1.018 0.164
C 0.85925 0.87929 -4.84981 0.336 -0.237 -0.028
C 0.17348 -2.24168 1.05500 -0.017 -1.301 -0.282
C -3.26419 -1.37224 -2.17636 0.157 -0.009 0.006
C 1.95604 1.21845 0.99555 0.160 0.687 -0.483
C 0.11651 -2.17180 -0.39922 -0.304 -0.882 0.205
C 0.24415 0.01756 5.17740 -0.439 0.367 -0.069
H 4.36304 2.38534 -4.14586 -0.367 -0.156 -0.037
H 4.16878 0.19680 -5.33767 -0.359 0.246 0.142
H -1.99664 -3.05049 -3.94578 0.105 0.055 0.238
H -1.40729 -0.57937 -3.91440 0.170 0.054 0.459
H 0.90744 -0.51500 4.49809 -0.216 0.160 0.160
H 2.30591 3.52654 -3.29054 0.059 -0.325 -0.086
H 1.46055 2.26955 -0.91491 -0.003 -0.276 0.151
H 0.86691 -2.55199 -1.08674 -0.214 0.058 0.160
H -2.15812 -3.92786 -2.41491 0.195 0.244 -0.102
H 1.02620 -2.58995 1.63897 -0.419 -0.042 -0.200
H 1.26954 -0.68741 6.94647 -0.189 0.117 -0.070
H -0.02665 3.43435 -2.78569 0.057 0.106 -0.281
H -3.89702 -2.18641 -1.80740 0.058 0.241 0.001
H 2.08228 -0.08872 -2.09378 -0.092 -0.001 0.070
H 1.79565 1.99327 1.73220 -0.161 -0.183 -0.013
H 0.06136 -1.05237 -3.08141 -0.290 0.368 0.308
H 2.86008 -1.80187 -0.15351 -0.141 0.202 0.082
H -1.49324 -2.20777 2.56762 0.215 0.249 -0.357
H 1.88779 -0.75718 -5.79158 0.163 0.381 0.005
H -0.54484 -3.40727 -2.97935 -0.326 0.050 0.041
H -2.47431 2.08191 5.18978 0.194 -0.140 -0.006
H -3.39686 -0.48396 -1.54434 -0.197 -0.159 -0.129
H 2.60754 -0.54400 2.22500 -0.168 0.109 -0.286
H -0.13214 0.54363 -5.16746 0.414 -0.030 0.202
H -3.57559 -1.13868 -3.20068 -0.040 -0.046 0.165
H -0.81988 3.15000 -4.36137 0.070 -0.117 0.457
H -2.08369 1.90335 7.65688 0.082 -0.109 -0.227
H -3.12219 -1.83494 0.47581 0.618 0.142 0.097
H -2.17577 1.73980 -3.33046 0.563 -0.449 -0.306

3.
65
Properties=species:S:1:pos:R:3:forces:R:3 method="wB97M-V/def2-TZVPD" e_above_lowest_kj_mol=0.0 orbital_gap_ev=7.09 e_tot_ev=-61889.417
S -0.36400 0.94045 -2.83394 1.058 0.079 0.808
S 0.96177 0.68965 -0.22556 -1.718 -3.100 -0.916
O -1.68780 0.61395 -3.31759 0.607 0.175 0.088
O -0.05638 2.32682 -2.51870 -0.243 -0.222 0.140
O 0.14565 -0.43406 0.77147 2.001 2.425 -0.282
O 2.41352 0.57480 -0.19265 -1.292 0.916 0.765
N 1.53833 -0.72550 2.63570 -0.441 0.011 -0.544
C 0.41011 -0.01272 2.04395 0.811 -1.026 4.626
C 0.13260 -4.21631 -2.37716 -0.038 0.117 0.079
C 0.26277 2.23958 0.27828 0.400 1.000 -0.095
C -2.84057 0.86324 3.79432 0.029 -0.090 0.076
C 0.48974 -0.17981 -5.24040 0.131 -0.034 0.233
C 0.85635 0.52493 -4.09049 -0.140 -0.202 -0.563
C 2.75689 0.01919 -6.07370 -0.200 -0.058 0.135
C 1.44564 -0.44134 -6.22628 0.057 0.153 0.137
C -1.12273 2.43118 0.24588 -0.039 -0.240 0.018
C 0.58735 4.51966 1.00018 0.073 -0.121 -0.033
C 1.12938 3.28444 0.64606 -0.225 -0.526 -0.174
C 2.16251 0.99580 -3.93935 0.033 -0.149 -0.030
C -2.66731 -1.53483 3.69417 0.309 -0.066 -0.233
C -1.57215 0.97478 3.23636 0.086 -0.422 -0.148
C 2.69792 0.00998 3.04716 -0.017 0.526 0.218
C -1.64772 3.66807 0.61440 0.221 -0.117 -0.029
C -0.85656 -3.37509 -2.89602 0.387 -0.108 0.356
C 1.04213 -2.34718 -1.12122 0.055 -0.035 -0.372
C -4.77396 -0.51781 4.62644 -0.211 -0.044 0.121
C 1.69284 -2.14416 2.43493 -0.147 -0.198 0.416
C -0.88791 -0.17111 2.82310 0.058 0.097 0.066
C 3.11576 0.72897 -4.92459 -0.276 0.045 0.114
C -1.42061 -1.43573 3.07037 -0.416 0.217 0.268
C 1.05516 -3.70127 -1.45959 -0.155 0.130 -0.106
C -0.79586 4.71304 0.98247 0.055 -0.198 -0.030
C 0.03263 -0.03762 -1.35642 -0.919 1.688 -4.689
C -0.93038 -2.05205 -2.47612 -0.059 0.082 0.193
C -3.40533 -0.39489 4.01969 0.202 0.104 -0.007
C 0.04012 -1.49386 -1.61720 0.204 -0.597 -0.061
H -1.21624 5.68348 1.25039 0.152 -0.275 -0.061
H -3.40638 1.75903 4.05523 0.159 -0.201 -0.003
H -0.53871 -0.51838 -5.35494 0.228 0.076 0.044
H -2.73000 3.80725 0.60270 0.361 -0.012 -0.027
H 2.20640 3.10870 0.63435 -0.290 0.115 0.030
H 2.43325 1.57743 -3.05885 -0.067 -0.163 -0.174
H 4.13479 1.09204 -4.78526 -0.279 -0.105 -0.111
H -5.34403 0.40465 4.47939 0.031 -0.162 0.029
H -5.32947 -1.34749 4.17584 0.058 0.160 0.072
H 1.06106 -2.50032 1.61416 0.200 0.011 0.094
H -0.86397 -2.33135 2.79369 -0.273 0.242 0.037
H 2.99440 0.75149 2.28856 0.124 -0.096 0.136
H -1.58149 -3.74106 -3.62355 0.149 0.016 0.265
H 3.53242 -0.68531 3.20020 -0.180 0.276 0.003
H 1.86122 -1.93246 -0.52709 -0.360 -0.244 -0.096
H -1.09043 1.94235 3.09757 -0.265 -0.086 -0.029
H 1.41715 -2.69242 3.35241 0.095 -0.138 -0.252
H 3.49923 -0.17193 -6.85014 -0.216 0.022 0.229
H -1.75487 -1.43522 -2.81902 0.263 -0.173 0.027
H -3.08024 -2.52099 3.91059 0.044 0.222 -0.086
H 1.15426 -1.00171 -7.11574 0.117 0.186 0.231
H -1.78352 1.62101 -0.06771 0.272 0.198 0.104
H 2.50821 0.54415 3.99244 0.268 -0.080 -0.102
H 0.18272 -5.26155 -2.68400 0.001 0.268 0.115
H 2.74696 -2.37300 2.21715 -0.326 -0.066 -0.136
H 1.26154 5.32974 1.28045 -0.245 -0.206 -0.079
H 0.69806 1.04313 2.16721 -0.156 -0.170 -0.378
H 1.81115 -4.34709 -1.01073 -0.136 0.137 -0.242
H -4.72338 -0.70732 5.70677 0.031 0.037 -0.187